No. 1
{
  "formula": "C24H35N3O4S",
  "method": "the ωB97M-V functional and the def2-TZVPD basis",
  "homo_energy_ha": -0.293,
  "gap_ev": 8.58,
  "de_lowest_ev": 1.068,
  "elements": ["C", "O", "C", "C", "C", "C", "C", "C", "N", "C", "C", "N", "S", "O", "O", "C", "C", "N", "C", "O", "C", "C", "C", "C", "C", "C", "C", "C", "C", "C", "C", "C", "H", "H", "H", "H", "H", "H", "H", "H", "H", "H", "H", "H", "H", "H", "H", "H", "H", "H", "H", "H", "H", "H", "H", "H", "H", "H", "H", "H", "H", "H", "H", "H", "H", "H", "H"],
  "xyz": [[4.719, 1.523, 1.579], [3.842, 1.212, 0.526], [2.901, 2.146, 0.159], [2.834, 3.422, 0.689], [1.823, 4.294, 0.311], [0.875, 3.890, -0.604], [0.946, 2.623, -1.158], [1.952, 1.734, -0.802], [1.997, 0.422, -1.289], [0.800, -0.152, -1.861], [1.014, -1.669, -2.057], [2.081, -2.189, -1.244], [1.729, -2.658, 0.309], [0.402, -3.219, 0.267], [2.800, -3.509, 0.734], [1.746, -1.188, 1.405], [0.507, -1.151, 2.283], [-0.710, -1.057, 1.515], [-1.333, 0.125, 1.311], [-0.919, 1.162, 1.795], [-2.651, 0.075, 0.533], [-3.768, 0.105, 1.591], [-5.131, 0.170, 0.905], [-5.218, 1.437, 0.057], [-4.119, 1.410, -1.004], [-4.297, 0.184, -1.898], [-4.210, -1.079, -1.044], [-5.314, -1.056, 0.013], [-2.845, -1.157, -0.353], [-2.753, 1.342, -0.327], [3.371, -1.569, -1.461], [3.201, -0.103, -1.894], [5.389, 2.349, 1.319], [4.175, 1.771, 2.495], [5.311, 0.623, 1.742], [3.556, 3.747, 1.421], [1.781, 5.279, 0.748], [0.077, 4.555, -0.895], [0.204, 2.328, -1.882], [0.543, 0.296, -2.836], [-0.021, 0.035, -1.165], [0.119, -2.230, -1.790], [1.259, -1.887, -3.102], [1.805, -0.314, 0.765], [2.650, -1.285, 1.996], [0.545, -0.266, 2.928], [0.463, -2.056, 2.896], [-0.928, -1.884, 0.978], [-3.703, -0.790, 2.215], [-3.628, 0.976, 2.234], [-5.916, 0.187, 1.670], [-6.197, 1.498, -0.423], [-5.098, 2.318, 0.691], [-4.175, 2.319, -1.612], [-3.521, 0.168, -2.668], [-5.265, 0.225, -2.401], [-4.335, -1.961, -1.683], [-5.271, -1.966, 0.615], [-6.292, -1.022, -0.472], [-2.813, -2.072, 0.243], [-2.057, -1.213, -1.108], [-1.966, 1.334, -1.085], [-2.590, 2.214, 0.308], [3.921, -1.642, -0.523], [3.917, -2.132, -2.226], [3.124, -0.044, -2.992], [4.061, 0.483, -1.580]]
}

No. 2
{
  "formula": "C24H35N6SW",
  "method": "the ωB97M-V functional and the def2-TZVPD basis",
  "homo_energy_ha": [-0.375, -0.375],
  "gap_ev": [7.55, 7.55],
  "de_lowest_ev": 0.852,
  "total_charge": 1,
  "elements": ["W", "C", "C", "N", "N", "C", "S", "N", "N", "H", "H", "H", "H", "H", "H", "C", "N", "C", "C", "C", "C", "C", "C", "C", "C", "H", "H", "H", "H", "H", "H", "H", "H", "H", "H", "H", "H", "C", "C", "C", "C", "C", "C", "C", "C", "C", "C", "C", "C", "N", "H", "H", "H", "H", "H", "H", "H", "H", "H", "H", "H", "H", "H", "H", "H", "H", "H"],
  "xyz": [[-0.116, -0.394, 0.313], [0.433, 0.632, 5.459], [1.436, 0.463, 4.384], [2.720, 0.502, 4.512], [3.211, 0.274, 3.254], [2.263, 0.083, 2.336], [2.350, -0.291, 0.694], [1.118, 0.229, 3.056], [-0.162, 0.028, 2.467], [0.954, 0.859, 6.386], [-0.144, -0.284, 5.601], [-0.254, 1.449, 5.237], [4.206, 0.240, 3.102], [-0.620, -0.746, 2.956], [-0.705, 0.880, 2.617], [-2.867, -0.561, -1.211], [-2.335, 0.116, -0.001], [-3.174, -0.328, 1.131], [-2.499, 1.594, -0.177], [-1.190, 2.315, -0.342], [-1.212, 3.712, -0.316], [-0.073, 4.420, -0.640], [1.086, 3.737, -0.990], [1.106, 2.357, -0.962], [-0.030, 1.594, -0.624], [-3.930, -0.332, -1.330], [-2.732, -1.636, -1.111], [-2.326, -0.209, -2.086], [-4.223, -0.064, 0.959], [-2.852, 0.159, 2.053], [-3.090, -1.405, 1.241], [-3.079, 1.993, 0.658], [-3.101, 1.763, -1.073], [-2.129, 4.240, -0.079], [-0.087, 5.502, -0.635], [1.975, 4.289, -1.268], [2.033, 1.848, -1.197], [0.998, -3.442, 3.018], [-0.300, -4.061, 2.499], [-1.514, -3.203, 2.842], [-0.175, -4.448, 1.037], [-0.133, -5.807, 0.752], [0.074, -6.270, -0.534], [0.282, -5.359, -1.552], [0.256, -3.985, -1.330], [0.613, -3.111, -2.524], [2.025, -2.530, -2.438], [-0.388, -2.015, -2.871], [-0.021, -3.528, -0.023], [-0.191, -2.160, 0.234], [0.946, -3.274, 4.098], [1.199, -2.502, 2.509], [1.849, -4.093, 2.817], [-0.430, -5.001, 3.041], [-1.427, -2.215, 2.388], [-1.611, -3.097, 3.925], [-2.437, -3.649, 2.467], [-0.257, -6.514, 1.563], [0.095, -7.332, -0.737], [0.483, -5.717, -2.554], [0.620, -3.802, -3.371], [2.054, -1.672, -1.768], [2.345, -2.185, -3.422], [2.745, -3.268, -2.084], [-0.337, -1.194, -2.149], [-1.414, -2.385, -2.893], [-0.152, -1.587, -3.846]]
}

No. 3
{
  "formula": "C24H35N8OPdS",
  "method": "the ωB97M-V functional and the def2-TZVPD basis",
  "homo_energy_ha": -0.587,
  "gap_ev": 7.78,
  "de_lowest_ev": 0.139,
  "total_charge": 3,
  "elements": ["Pd", "N", "C", "C", "C", "N", "C", "C", "N", "C", "H", "H", "H", "H", "H", "H", "H", "H", "H", "H", "H", "H", "H", "H", "H", "H", "C", "C", "N", "C", "C", "N", "C", "N", "N", "N", "C", "C", "C", "C", "C", "C", "H", "H", "H", "H", "H", "H", "H", "H", "H", "H", "H", "C", "S", "O", "C", "C", "C", "C", "C", "C", "H", "H", "H", "H", "H", "H", "H", "H"],
  "xyz": [[-0.192, 1.160, 2.026], [-4.807, 4.030, 1.662], [-3.495, 3.404, 2.104], [-3.738, 2.635, 3.398], [-2.430, 2.080, 3.968], [-1.925, 0.959, 3.115], [-1.391, 3.182, 4.151], [-1.145, 4.002, 2.886], [-0.334, 3.221, 1.899], [-2.458, 4.509, 2.280], [-5.533, 3.321, 1.527], [-4.711, 4.547, 0.782], [-5.155, 4.690, 2.365], [-3.223, 2.726, 1.292], [-4.448, 1.817, 3.241], [-4.167, 3.309, 4.146], [-2.658, 1.661, 4.948], [-2.682, 0.594, 2.530], [-1.717, 0.161, 3.715], [-0.451, 2.759, 4.512], [-1.741, 3.856, 4.936], [-0.563, 4.884, 3.154], [0.648, 3.477, 1.995], [-0.567, 3.481, 0.942], [-2.264, 5.027, 1.337], [-2.853, 5.258, 2.975], [-1.134, -1.356, -0.029], [-0.711, -1.664, 1.360], [-0.033, -0.862, 2.162], [0.137, -1.524, 3.374], [-0.485, -2.720, 3.296], [-0.999, -2.812, 2.014], [-2.146, -3.626, 1.667], [-3.327, -2.766, 1.705], [-3.270, -1.561, 2.295], [-4.361, -0.918, 2.070], [-5.187, -1.714, 1.308], [-6.477, -1.494, 0.803], [-7.035, -2.503, 0.063], [-6.346, -3.716, -0.181], [-5.088, -3.956, 0.313], [-4.524, -2.918, 1.065], [-0.440, -0.640, -0.468], [-2.144, -0.939, -0.050], [-1.124, -2.253, -0.646], [0.710, -1.103, 4.182], [-0.588, -3.518, 4.011], [-2.221, -4.440, 2.385], [-2.056, -4.040, 0.664], [-7.014, -0.578, 1.007], [-8.031, -2.384, -0.341], [-6.837, -4.482, -0.767], [-4.582, -4.896, 0.139], [4.076, 1.398, 0.587], [2.690, 0.422, 1.129], [1.518, 1.453, 0.986], [2.502, -0.714, -0.208], [2.247, -0.268, -1.503], [2.115, -1.205, -2.513], [2.247, -2.562, -2.227], [2.499, -2.993, -0.932], [2.622, -2.064, 0.093], [3.846, 1.860, -0.371], [4.927, 0.722, 0.496], [4.277, 2.147, 1.350], [2.151, 0.788, -1.720], [1.930, -0.880, -3.528], [2.164, -3.286, -3.027], [2.617, -4.047, -0.722], [2.830, -2.384, 1.108]]
}

No. 4
{
  "formula": "C24H36AsN2ORhS2Si",
  "method": "the ωB97M-V functional and the def2-TZVPD basis",
  "homo_energy_ha": [-0.510, -0.510],
  "gap_ev": [6.80, 6.80],
  "total_charge": 2,
  "elements": ["Rh", "S", "C", "N", "C", "C", "N", "C", "C", "C", "C", "C", "C", "C", "C", "S", "C", "C", "C", "C", "C", "C", "C", "H", "H", "H", "H", "H", "H", "H", "H", "H", "H", "H", "H", "H", "H", "H", "H", "H", "H", "C", "As", "C", "C", "O", "H", "H", "H", "H", "H", "H", "H", "H", "H", "C", "Si", "C", "C", "H", "H", "H", "H", "H", "H", "H", "H", "H"],
  "xyz": [[-0.602, -0.185, -2.586], [0.632, 1.152, -1.178], [-0.087, 0.896, 0.336], [-0.042, 1.778, 1.288], [-0.694, 1.498, 2.585], [-0.465, 0.058, 2.916], [-1.030, -0.753, 1.820], [-1.754, -1.978, 2.227], [-0.838, -2.915, 2.973], [-1.041, -3.163, 4.323], [-0.199, -4.032, 5.006], [0.850, -4.645, 4.340], [1.060, -4.394, 2.989], [0.219, -3.531, 2.307], [-0.801, -0.403, 0.588], [-1.206, -1.375, -0.728], [0.801, 2.997, 1.250], [2.020, 2.807, 2.120], [3.000, 1.884, 1.761], [4.106, 1.695, 2.575], [4.236, 2.425, 3.752], [3.263, 3.343, 4.111], [2.151, 3.530, 3.298], [-1.760, 1.719, 2.501], [-0.258, 2.147, 3.339], [-0.939, -0.230, 3.851], [0.605, -0.147, 3.000], [-2.175, -2.447, 1.343], [-2.576, -1.658, 2.869], [-1.869, -2.693, 4.845], [-0.367, -4.232, 6.056], [1.504, -5.324, 4.872], [1.876, -4.879, 2.468], [0.375, -3.345, 1.248], [0.193, 3.821, 1.624], [1.067, 3.206, 0.218], [2.910, 1.323, 0.835], [4.872, 0.987, 2.289], [5.102, 2.279, 4.385], [3.368, 3.920, 5.020], [1.396, 4.259, 3.575], [-3.986, 1.312, -2.543], [-2.757, 1.769, -3.932], [-1.833, 3.360, -3.425], [-3.733, 2.125, -5.527], [-1.671, 0.498, -4.239], [-4.709, 2.119, -2.431], [-3.443, 1.167, -1.610], [-4.498, 0.392, -2.817], [-2.545, 4.184, -3.381], [-1.071, 3.571, -4.172], [-1.365, 3.217, -2.452], [-4.411, 2.961, -5.357], [-4.296, 1.236, -5.802], [-3.027, 2.371, -6.317], [1.945, -2.389, -2.121], [0.978, -1.701, -3.528], [-0.149, -2.888, -4.362], [1.919, -0.573, -4.631], [2.701, -3.085, -2.505], [1.302, -2.939, -1.433], [2.462, -1.597, -1.578], [0.463, -3.631, -4.889], [-0.781, -2.389, -5.098], [-0.779, -3.423, -3.649], [2.670, -1.161, -5.173], [2.446, 0.198, -4.066], [1.269, -0.101, -5.370]]
}

no.,electronic energy (Ha)
1,-1798.9767
2,-1729.0893
3,-1974.0361
4,-4552.5894